(1)
Density functional theory data (ωB97M-V/def2-TZVPD) for a cluster of 16 separate species, C48H71B3O52P2 in total in a non-equilibrium geometry.

Values from the calculation:
Strongest force on any atom   1.18 eV/Å
HOMO-LUMO gap   9.48 eV
HOMO energy   -9.6 eV

Each atom is followed by the atoms it is bonded to, with distances in Å.
Geometry (Å):
1 C -10.463 5.376 -5.800  C59 1.520, H65 1.091, O99 1.430, H150 1.086
2 C 3.285 1.094 1.613  H22 1.094, H44 1.094, C70 1.526, H122 1.096
3 H 11.443 -5.650 0.921  C33 1.086
4 C 4.810 -7.700 5.098  O64 1.349, O105 1.191, O153 1.349
5 O 5.078 -5.460 0.751  C35 1.348, C172 1.441
6 O -4.342 -5.031 -0.875  C41 1.438, C147 1.344
7 O 2.613 9.757 -4.428  C32 1.352, C156 1.432
8 C -2.860 7.499 -1.105  H12 1.090, O85 1.440, H107 1.084, C120 1.519
9 C -2.037 4.446 -4.475  O91 1.350, O111 1.351, O146 1.188
10 C -2.492 -5.499 0.405  C41 1.517, H78 1.083, H106 1.091, O143 1.441
11 O 4.233 -4.704 2.698  C35 1.196
12 H -3.635 7.941 -1.730  C8 1.090
13 H 6.503 -5.670 -0.738  C172 1.085
14 H -0.061 2.521 -4.993  C116 1.091
15 O 10.876 -2.754 3.673  C102 1.191
16 H -1.009 6.388 -1.408  C120 1.092
17 B -2.292 0.336 2.391  O43 1.374, O100 1.378, P135 1.939
18 H -12.395 6.144 -6.522  C59 1.086
19 C 1.891 6.426 -0.382  O38 1.339, O119 1.195, O164 1.347
20 H 9.266 -6.068 5.742  C173 1.086
21 O -1.774 -5.614 6.217  C56 1.440, C151 1.339
22 H 4.086 0.968 0.879  C2 1.094
23 O 8.973 -3.030 -1.292  C127 1.192
24 O -0.037 -8.025 -0.379  C93 1.192
25 H 7.089 -3.036 0.056  C125 1.082
26 H 0.683 -3.533 0.771  O50 0.964
27 H -2.045 -3.568 6.287  C56 1.091
28 O 0.004 -1.051 0.429  P159 1.486
29 O 1.417 2.537 2.002  C36 1.417, C70 1.417
30 O -8.837 5.726 -8.774  C138 1.190
31 C -4.783 -1.841 4.764  O87 1.337, O132 1.351, O165 1.194
32 C 3.895 9.408 -4.678  O7 1.352, O79 1.187, O113 1.352
33 C 11.429 -4.933 0.105  H3 1.086, C83 1.520, O115 1.437, H139 1.091
34 H -0.049 2.378 -3.219  C116 1.086
35 C 4.997 -4.597 1.784  O5 1.348, O11 1.196, O61 1.339
36 C 0.205 3.107 1.537  O29 1.417, B75 1.570, H162 1.104, H170 1.099
37 O 1.928 -8.064 0.734  C93 1.342, C149 1.445
38 O 2.767 7.220 0.246  C19 1.339, C58 1.440
39 H 3.181 -7.745 2.379  C149 1.084
40 O 0.131 -4.998 5.277  C123 1.433, C151 1.348
41 C -2.970 -5.430 -1.033  O6 1.438, C10 1.517, H48 1.085, H168 1.091
42 O -0.850 8.397 -1.782  C94 1.354, C120 1.434
43 O -3.477 1.006 2.202  B17 1.374, B121 1.398
44 H 3.668 1.716 2.428  C2 1.094
45 H -0.544 -3.247 4.419  C123 1.085
46 C 0.166 4.434 -3.966  H60 1.091, H73 1.086, O111 1.434, C116 1.519
47 H 8.377 -4.545 5.983  C173 1.090
48 H -2.917 -6.378 -1.559  C41 1.085
49 C -5.965 3.225 -8.181  O54 1.432, H71 1.086, H86 1.091, C97 1.520
50 O -0.035 -3.437 1.407  H26 0.964, P159 1.613
51 H 0.164 7.098 2.134  C129 1.087
52 H -6.924 2.062 -9.783  C97 1.086
53 H 2.913 7.305 -3.093  C95 1.087
54 O -6.508 3.338 -6.861  C49 1.432, C171 1.345
55 H -5.940 -2.358 2.273  C155 1.088
56 C -2.055 -4.370 5.547  O21 1.440, H27 1.091, C123 1.516, H160 1.085
57 H 2.688 -9.305 5.998  C112 1.091
58 C 2.150 7.733 1.442  O38 1.440, C129 1.518, H137 1.085, H145 1.090
59 C -11.601 5.459 -6.805  C1 1.520, H18 1.086, H134 1.091, O152 1.434
60 H 0.286 4.778 -2.938  C46 1.091
61 O 5.893 -3.610 1.655  C35 1.339, C125 1.441
62 C -6.190 -3.492 4.112  H76 1.086, H84 1.091, O132 1.438, C155 1.521
63 H 1.516 -1.987 2.912  O133 0.963
64 O 5.004 -7.765 6.432  C4 1.349, C67 1.436
65 H -10.320 6.307 -5.250  C1 1.091
66 H -4.564 2.114 -3.101  C176 1.087
67 C 3.726 -7.722 7.085  O64 1.436, H104 1.091, C112 1.519, H136 1.086
68 O -5.445 -3.812 0.662  C147 1.193
69 H 7.662 -4.436 0.981  C125 1.089
70 C 2.063 1.771 1.001  C2 1.526, O29 1.417, H77 1.102, H103 1.101
71 H -5.583 4.190 -8.500  C49 1.086
72 H -1.776 6.923 -2.925  C120 1.086
73 H 1.091 4.604 -4.510  C46 1.086
74 H -1.082 -4.746 3.625  C123 1.092
75 B -1.070 2.207 1.703  C36 1.570, O100 1.386, O167 1.402
76 H -6.086 -4.408 3.536  C62 1.086
77 H 2.343 2.422 0.157  C70 1.102
78 H -1.458 -5.214 0.557  C10 1.083
79 O 4.778 10.175 -4.883  C32 1.187
80 O -0.705 9.994 -0.202  C94 1.190
81 H 1.407 -5.652 2.810  C128 1.085
82 H 1.002 8.657 -3.730  C156 1.087
83 C 11.812 -3.524 0.524  C33 1.520, H90 1.091, H158 1.085, O166 1.438
84 H -6.956 -3.617 4.878  C62 1.091
85 O -2.378 8.491 -0.178  C8 1.440, C94 1.344
86 H -5.156 2.493 -8.162  C49 1.091
87 O -5.695 -1.243 3.992  C31 1.337, C155 1.443
88 O 0.128 -6.708 6.727  C151 1.194
89 H 2.616 6.549 -4.671  C95 1.087
90 H 11.526 -3.333 1.559  C83 1.091
91 O -1.763 3.195 -4.047  C9 1.350, C116 1.435
92 O 10.234 -4.348 5.118  C102 1.347, C173 1.433
93 C 0.669 -7.655 0.508  O24 1.192, O37 1.342, O157 1.355
94 C -1.267 9.059 -0.677  O42 1.354, O80 1.190, O85 1.344
95 C 2.815 7.488 -4.160  H53 1.087, H89 1.087, O113 1.434, C156 1.520
96 H 3.070 -6.406 1.234  C149 1.084
97 C -7.169 2.743 -8.973  C49 1.520, H52 1.086, O109 1.438, H124 1.090
98 H -7.446 -1.967 3.142  C155 1.086
99 O -9.334 5.177 -6.654  C1 1.430, C138 1.347
100 O -1.128 1.068 2.491  B17 1.378, B75 1.386
101 H 1.805 -7.761 6.012  C112 1.086
102 C 10.112 -3.608 3.999  O15 1.191, O92 1.347, O144 1.351
103 H 1.363 1.014 0.616  C70 1.101
104 H 3.518 -6.690 7.371  C67 1.091
105 O 5.671 -7.541 4.292  C4 1.191
106 H -2.663 -6.479 0.852  C10 1.091
107 H -3.279 6.660 -0.560  C8 1.084
108 O -5.638 5.496 -0.815  C131 1.193
109 O -7.925 2.044 -7.969  C97 1.438, C171 1.347
110 C 8.478 -5.175 3.899  H114 1.084, H142 1.091, O144 1.440, C173 1.516
111 O -0.901 5.169 -4.580  C9 1.351, C46 1.434
112 C 2.790 -8.219 5.998  H57 1.091, C67 1.519, H101 1.086, O153 1.438
113 O 4.028 8.063 -4.663  C32 1.352, C95 1.434
114 H 7.395 -5.158 3.846  C110 1.084
115 O 10.078 -4.746 -0.348  C33 1.437, C127 1.356
116 C -0.341 3.005 -4.056  H14 1.091, H34 1.086, C46 1.519, O91 1.435
117 H 1.435 5.864 2.308  C129 1.091
118 O -6.633 4.526 -2.584  C131 1.340, C154 1.442
119 O 2.042 5.975 -1.478  C19 1.195
120 C -1.596 7.176 -1.884  C8 1.519, H16 1.092, O42 1.434, H72 1.086
121 B -3.402 1.912 1.140  O43 1.398, H126 1.182, O167 1.382
122 H 3.021 0.120 2.039  C2 1.096
123 C -0.887 -4.263 4.585  O40 1.433, H45 1.085, C56 1.516, H74 1.092
124 H -7.773 3.571 -9.347  C97 1.090
125 C 6.784 -3.937 0.571  H25 1.082, O61 1.441, H69 1.089, C172 1.517
126 H -4.284 2.007 0.359  B121 1.182
127 C 9.933 -3.451 -0.724  O23 1.192, O115 1.356, O166 1.337
128 C 1.296 -6.670 2.450  H81 1.085, H140 1.088, C149 1.507, O157 1.436
129 C 1.074 6.694 1.698  H51 1.087, C58 1.518, H117 1.091, O164 1.435
130 O -8.166 2.307 -5.748  C171 1.193
131 C -5.712 4.614 -1.614  O108 1.193, O118 1.340, O175 1.350
132 O -4.948 -3.182 4.768  C31 1.351, C62 1.438
133 O 0.679 -1.510 2.903  H63 0.963, P159 1.605
134 H -12.023 4.480 -7.034  C59 1.091
135 P -2.311 -1.594 2.209  B17 1.939, P159 2.143, H174 1.401
136 H 3.748 -8.350 7.971  C67 1.086
137 H 2.891 7.809 2.231  C58 1.085
138 C -9.624 5.634 -7.887  O30 1.190, O99 1.347, O152 1.350
139 H 12.024 -5.313 -0.727  C33 1.091
140 H 0.987 -7.309 3.275  C128 1.088
141 H 5.318 -4.369 -0.995  C172 1.090
142 H 8.860 -6.037 3.350  C110 1.091
143 O -3.351 -4.532 1.040  C10 1.441, C147 1.346
144 O 9.014 -3.977 3.304  C102 1.351, C110 1.440
145 H 1.737 8.719 1.224  C58 1.090
146 O -3.124 4.860 -4.717  C9 1.188
147 C -4.471 -4.402 0.306  O6 1.344, O68 1.193, O143 1.346
148 H -7.139 2.957 -3.868  C154 1.084
149 C 2.511 -7.193 1.729  O37 1.445, H39 1.084, H96 1.084, C128 1.507
150 H -10.544 4.547 -5.103  C1 1.086
151 C -0.460 -5.856 6.133  O21 1.339, O40 1.348, O88 1.194
152 O -10.934 5.948 -7.977  C59 1.434, C138 1.350
153 O 3.499 -7.829 4.809  C4 1.349, C112 1.438
154 C -6.260 3.462 -3.483  O118 1.442, H148 1.084, H169 1.088, C176 1.519
155 C -6.406 -2.257 3.251  H55 1.088, C62 1.521, O87 1.443, H98 1.086
156 C 1.800 8.579 -4.464  O7 1.432, H82 1.087, C95 1.520, H163 1.092
157 O 0.293 -6.731 1.424  C93 1.355, C128 1.436
158 H 12.857 -3.275 0.368  C83 1.085
159 P -0.259 -1.858 1.648  O28 1.486, O50 1.613, O133 1.605, P135 2.143
160 H -3.032 -4.388 5.076  C56 1.085
161 H -5.967 1.854 -2.037  C176 1.092
162 H 0.290 3.342 0.462  C36 1.104
163 H 1.370 8.486 -5.464  C156 1.092
164 O 0.806 6.193 0.381  C19 1.347, C129 1.435
165 O -3.901 -1.291 5.351  C31 1.194
166 O 10.997 -2.729 -0.355  C83 1.438, C127 1.337
167 O -2.208 2.588 0.978  B75 1.402, B121 1.382
168 H -2.455 -4.660 -1.608  C41 1.091
169 H -5.701 3.893 -4.311  C154 1.088
170 H 0.027 4.053 2.067  C36 1.099
171 C -7.584 2.537 -6.763  O54 1.345, O109 1.347, O130 1.193
172 C 5.933 -4.882 -0.256  O5 1.441, H13 1.085, C125 1.517, H141 1.090
173 C 9.030 -5.101 5.309  H20 1.086, H47 1.090, O92 1.433, C110 1.516
174 H -2.407 -2.160 3.486  P135 1.401
175 O -4.874 3.557 -1.650  C131 1.350, C176 1.434
176 C -5.388 2.600 -2.586  H66 1.087, C154 1.519, H161 1.092, O175 1.434

---

(2)
Density functional theory data (ωB97M-V/def2-TZVPD) for a cluster of 5 separate species, C24H41ClNO8PS in total in a non-equilibrium geometry.

Values from the calculation:
Strongest force on any atom   4.60 eV/Å
SMILES string   CCNC1=C(P(O)(O)=S)C(=O)C=C(Cl)C1=O.C1CCOC1.C1CCOC1.C1CCOC1.C1CCOC1
HOMO-LUMO gap   6.63 eV
HOMO energy   -8.7 eV

Each atom is followed by the atoms it is bonded to, with distances in Å.
Geometry (Å):
1 C 0.444 5.540 2.951  C24 1.513, H40 1.091, H57 1.095, C76 1.516
2 H 7.461 -0.068 -3.571  C31 1.091
3 C -1.346 -0.100 -4.335  C26 1.599, N37 1.508, H63 1.140, H65 1.154
4 O 1.708 3.826 1.914  C60 1.435, C76 1.434
5 H -5.951 -3.522 1.913  C64 1.091
6 H 5.949 0.165 -4.464  C31 1.095
7 H 2.408 5.752 2.056  C76 1.096
8 C 0.745 -1.228 -0.380  C66 1.611, O68 1.257, C69 1.608
9 H 0.254 2.713 2.845  C60 1.095
10 H 0.677 -0.299 -4.886  N37 1.040
11 H -2.491 1.505 -5.360  C26 1.155
12 H 6.250 -0.267 -1.471  C30 1.095
13 H -4.870 -1.523 3.394  C49 1.091
14 H 0.091 -2.154 4.049  C15 1.091
15 C -0.421 -1.212 4.253  H14 1.091, C41 1.516, C42 1.513, H52 1.095
16 H -2.229 0.701 5.307  C53 1.095
17 H -0.933 2.104 -4.621  C26 1.146
18 H 1.630 4.800 4.581  C24 1.095
19 H -6.353 -1.194 2.485  C49 1.095
20 H -3.501 -0.514 1.672  C46 1.093
21 H -4.792 -2.976 -0.502  C36 1.092
22 H 5.345 1.027 -2.271  C30 1.091
23 C 4.460 -0.965 -2.440  C30 1.516, H55 1.096, H56 1.092, O75 1.433
24 C 0.766 4.485 3.986  C1 1.513, H18 1.095, H34 1.091, C60 1.516
25 S -1.809 -3.844 -0.616  P28 1.957
26 C -1.378 1.232 -5.218  C3 1.599, H11 1.155, H17 1.146, H51 1.137
27 H -2.308 -2.219 4.451  C42 1.095
28 P -0.873 -3.128 -2.178  S25 1.957, O35 1.729, O58 1.701, C66 1.883
29 H -4.207 -3.233 1.797  C64 1.095
30 C 5.642 -0.020 -2.347  H12 1.095, H22 1.091, C23 1.516, C31 1.513
31 C 6.406 -0.346 -3.611  H2 1.091, H6 1.095, C30 1.513, C39 1.516
32 Cl 3.009 2.459 -0.822  C62 1.811
33 H 1.857 2.633 3.606  C60 1.093
34 H -0.059 4.272 4.669  C24 1.091
35 O 0.198 -4.352 -2.767  P28 1.729, H61 0.987
36 C -5.321 -2.324 0.197  H21 1.092, C64 1.515, O72 1.433, H73 1.096
37 N -0.001 -0.778 -4.259  C3 1.508, H10 1.040, C74 1.487
38 H 0.032 0.191 2.643  C41 1.093
39 C 6.193 -1.843 -3.730  C31 1.516, H43 1.092, H71 1.095, O75 1.434
40 H 0.516 6.562 3.328  C1 1.091
41 C -0.780 -0.451 2.992  C15 1.516, H38 1.093, H50 1.095, O59 1.435
42 C -1.772 -1.383 4.913  C15 1.513, H27 1.095, H48 1.091, C53 1.516
43 H 6.208 -2.188 -4.766  C39 1.092
44 H 1.105 5.514 0.871  C76 1.092
45 H -3.542 -0.176 4.495  C53 1.092
46 C -4.576 -0.522 1.472  H20 1.093, C49 1.517, O72 1.434, H77 1.093
47 O 1.468 1.605 -3.445  C54 1.262
48 H -1.716 -1.564 5.987  C42 1.091
49 C -5.301 -1.484 2.393  H13 1.091, H19 1.095, C46 1.517, C64 1.512
50 H -1.058 -1.134 2.183  C41 1.095
51 H -0.946 1.123 -6.264  C26 1.137
52 H 0.227 -0.600 4.888  C15 1.095
53 C -2.458 -0.075 4.568  H16 1.095, C42 1.516, H45 1.092, O59 1.434
54 C 1.287 0.719 -2.564  O47 1.262, C62 1.603, C74 1.608
55 H 3.641 -0.520 -3.018  C23 1.096
56 H 4.076 -1.257 -1.460  C23 1.092
57 H -0.570 5.387 2.568  C1 1.095
58 O -2.058 -2.942 -3.384  P28 1.701, H70 0.988
59 O -1.928 0.351 3.306  C41 1.435, C53 1.434
60 C 1.138 3.298 3.120  O4 1.435, H9 1.095, C24 1.516, H33 1.093
61 H 0.980 -3.890 -3.151  O35 0.987
62 C 1.950 1.024 -1.135  Cl32 1.811, C54 1.603, C69 1.423
63 H -1.705 0.070 -3.266  C3 1.140
64 C -5.194 -2.787 1.633  H5 1.091, H29 1.095, C36 1.515, C49 1.512
65 H -2.062 -0.858 -4.828  C3 1.154
66 C 0.129 -1.573 -1.829  C8 1.611, P28 1.883, C74 1.431
67 H 2.069 0.266 0.929  C69 1.144
68 O 0.604 -1.965 0.628  C8 1.257
69 C 1.646 0.077 -0.117  C8 1.608, C62 1.423, H67 1.144
70 H -1.726 -3.254 -4.260  O58 0.988
71 H 6.949 -2.399 -3.166  C39 1.095
72 O -4.771 -1.002 0.135  C36 1.433, C46 1.434
73 H -6.372 -2.264 -0.109  C36 1.096
74 C 0.438 -0.616 -2.848  N37 1.487, C54 1.608, C66 1.431
75 O 4.913 -2.127 -3.146  C23 1.433, C39 1.434
76 C 1.459 5.237 1.867  C1 1.516, O4 1.434, H7 1.096, H44 1.092
77 H -4.953 0.501 1.554  C46 1.093